No. 1
{"formula": "C12H36ClO10", "method": "the ωB97M-V functional and the def2-TZVPD basis", "orbital_gap_ev": 8.12, "charge": -1, "lumo_ha": 0.0865, "symbols": ["Cl", "O", "O", "O", "O", "C", "C", "O", "H", "H", "H", "H", "H", "H", "C", "C", "O", "H", "H", "H", "H", "H", "H", "C", "C", "O", "H", "H", "H", "H", "H", "H", "C", "C", "O", "H", "H", "H", "H", "H", "H", "C", "C", "O", "H", "H", "H", "H", "H", "H", "C", "C", "O", "H", "H", "H", "H", "H", "H"], "coordinates": [[13.773, -20.200, -16.300], [13.228, -20.680, -15.040], [13.036, -20.783, -17.462], [13.594, -18.736, -16.317], [15.112, -20.702, -16.429], [11.162, -19.343, -24.490], [11.489, -20.822, -24.412], [10.927, -21.362, -23.277], [11.120, -19.100, -25.551], [12.005, -18.751, -24.133], [10.177, -19.181, -24.052], [12.556, -21.047, -24.396], [11.013, -21.316, -25.259], [11.148, -20.773, -22.551], [19.711, -18.943, -11.796], [20.824, -19.954, -11.441], [21.854, -19.287, -10.795], [20.126, -17.935, -11.821], [18.960, -18.946, -11.005], [19.259, -19.130, -12.770], [21.373, -20.295, -12.319], [20.422, -20.793, -10.872], [21.519, -18.851, -10.008], [6.838, -21.027, -15.868], [6.988, -19.872, -16.923], [5.679, -19.740, -17.491], [6.410, -20.673, -14.930], [7.736, -21.616, -15.679], [6.131, -21.743, -16.289], [7.735, -20.153, -17.666], [7.299, -18.972, -16.393], [5.130, -19.455, -16.757], [10.412, -24.194, -10.502], [10.833, -23.251, -9.361], [10.878, -21.885, -9.652], [10.322, -25.220, -10.144], [11.167, -24.273, -11.284], [9.436, -24.017, -10.956], [11.815, -23.546, -8.988], [10.072, -23.415, -8.598], [11.260, -21.776, -10.526], [17.973, -16.619, -20.767], [17.920, -17.460, -21.947], [18.896, -16.996, -22.798], [18.772, -16.944, -20.100], [17.066, -16.728, -20.172], [18.084, -15.546, -20.922], [16.897, -17.397, -22.317], [17.957, -18.526, -21.726], [18.488, -16.753, -23.633], [11.172, -26.762, -16.927], [9.639, -26.723, -17.317], [9.629, -25.859, -18.412], [11.504, -25.737, -16.760], [11.786, -27.212, -17.707], [11.193, -27.249, -15.952], [8.954, -26.328, -16.568], [9.371, -27.735, -17.619], [9.914, -24.972, -18.182]], "forces_ev_per_angstrom": [[-2.3, -0.6, -1.2], [0.0, 0.0, -0.3], [0.4, 0.9, 1.5], [1.1, -1.4, -0.2], [0.9, 1.0, 0.2], [0.9, -0.2, -1.3], [-0.1, 0.3, -0.6], [-0.7, -0.9, 1.4], [-0.2, 0.3, -0.1], [-0.5, 0.3, 0.7], [0.3, 0.3, 0.2], [0.3, 0.2, -0.5], [0.2, -0.3, 0.0], [0.0, -0.1, 0.3], [0.2, -0.4, 0.1], [-0.5, 0.8, -1.3], [1.2, 0.4, 1.4], [0.2, -0.1, -0.1], [-0.3, 0.0, -0.2], [-0.2, -0.1, 0.2], [-0.7, -0.5, -0.3], [0.1, -0.2, 0.0], [0.0, 0.0, 0.1], [0.2, 0.0, -0.7], [-0.5, -1.6, 1.7], [0.6, 0.6, -0.5], [0.1, 0.1, 0.1], [0.2, 0.4, 0.2], [-0.1, 0.0, -0.1], [-0.4, 0.2, -0.2], [0.1, 0.2, -0.3], [-0.2, 0.0, -0.1], [0.4, -0.3, -0.2], [-0.6, -1.1, -0.3], [-0.4, 0.4, -0.3], [0.1, -0.1, 0.4], [0.0, 0.3, -0.2], [0.1, 0.6, 0.1], [0.0, -0.4, 0.2], [0.2, 0.3, 0.4], [0.1, 0.1, -0.1], [-0.2, 0.4, 3.1], [-1.9, -0.5, -0.1], [1.1, 0.0, -2.0], [0.2, 0.2, 0.0], [-0.1, -0.1, 0.1], [0.1, -0.1, -0.5], [-0.1, 0.4, -0.8], [0.8, -0.2, 0.2], [0.2, -0.1, -0.1], [-1.9, 0.1, 1.3], [2.8, 0.5, -0.1], [-1.3, 0.1, -1.9], [0.1, 0.0, -0.1], [-0.2, -0.2, 0.2], [0.8, -0.4, 0.0], [0.2, -0.4, 0.5], [-0.4, 0.2, -0.2], [0.1, -0.1, 0.3]], "nbo_charge": [2.494, -0.882, -0.892, -0.859, -0.860, -0.652, -0.056, -0.710, 0.204, 0.210, 0.222, 0.155, 0.161, 0.465, -0.648, -0.059, -0.717, 0.210, 0.200, 0.229, 0.176, 0.154, 0.454, -0.644, -0.067, -0.719, 0.192, 0.219, 0.209, 0.191, 0.163, 0.455, -0.646, -0.056, -0.715, 0.209, 0.208, 0.211, 0.153, 0.163, 0.473, -0.624, -0.075, -0.719, 0.205, 0.217, 0.208, 0.152, 0.166, 0.469, -0.629, -0.052, -0.735, 0.208, 0.214, 0.194, 0.158, 0.167, 0.474]}

=====

No. 2
{"formula": "C28H27BF4N7O2S4W", "method": "the ωB97M-V functional and the def2-TZVPD basis", "spin_multiplicity": 3, "orbital_gap_ev": [7.47, 7.59], "charge": 1, "s2": 2.0137, "lumo_ha": [-0.0984, -0.1183], "symbols": ["W", "C", "C", "N", "N", "C", "S", "S", "C", "C", "C", "C", "C", "C", "C", "C", "C", "C", "C", "C", "C", "O", "H", "H", "H", "H", "H", "H", "H", "H", "H", "H", "H", "H", "H", "H", "O", "C", "C", "C", "C", "C", "C", "N", "H", "H", "H", "H", "H", "H", "H", "N", "C", "N", "C", "C", "S", "C", "C", "S", "C", "N", "N", "H", "H", "H", "H", "H", "H", "F", "B", "F", "F", "F"], "coordinates": [[-0.549, 0.622, 1.140], [1.572, -3.221, -0.148], [1.163, -2.027, 0.669], [0.134, -1.296, 0.331], [-0.568, -1.780, -0.799], [-1.827, -1.580, -0.711], [-2.563, -0.729, 0.616], [-2.919, -2.223, -1.950], [-2.128, -1.642, -3.486], [-0.851, -2.341, -3.865], [-0.794, -3.728, -3.960], [0.382, -4.357, -4.330], [1.518, -3.608, -4.613], [1.467, -2.227, -4.529], [0.285, -1.602, -4.157], [1.934, -1.724, 1.865], [3.185, -2.333, 2.083], [3.898, -2.105, 3.235], [3.359, -1.279, 4.224], [2.130, -0.687, 4.053], [1.418, -0.882, 2.866], [0.236, -0.286, 2.743], [0.905, -3.404, -0.983], [1.608, -4.098, 0.497], [2.579, -3.061, -0.531], [-1.981, -0.564, -3.425], [-2.912, -1.823, -4.224], [-1.669, -4.318, -3.725], [0.414, -5.435, -4.399], [2.433, -4.101, -4.909], [2.343, -1.637, -4.759], [0.237, -0.519, -4.116], [3.608, -2.973, 1.327], [4.867, -2.558, 3.373], [3.918, -1.091, 5.130], [1.708, -0.031, 4.800], [1.181, 0.958, -0.419], [0.870, 0.893, -1.798], [-0.494, 1.500, -1.925], [-0.933, 2.062, -3.115], [-2.199, 2.615, -3.171], [-2.992, 2.594, -2.026], [-2.489, 2.014, -0.884], [-1.254, 1.465, -0.820], [2.077, 0.618, -0.185], [0.860, -0.149, -2.145], [1.597, 1.463, -2.384], [-0.272, 2.076, -3.970], [-2.560, 3.066, -4.083], [-3.984, 3.016, -2.014], [-3.087, 1.971, 0.021], [-2.159, -1.297, 3.688], [-2.460, -0.001, 3.677], [-1.978, 0.901, 2.830], [-2.419, 2.173, 3.175], [-3.278, 2.237, 4.210], [-3.546, 0.658, 4.849], [-1.817, 3.251, 2.414], [-2.048, 4.577, 2.474], [-0.983, 5.401, 1.400], [-0.297, 3.895, 0.917], [-0.844, 2.846, 1.511], [0.690, 3.838, -0.003], [-1.484, -1.653, 3.024], [-2.619, -1.929, 4.319], [-3.730, 3.103, 4.653], [-2.752, 5.108, 3.083], [1.120, 4.721, -0.240], [1.376, 3.101, 0.143], [3.646, 1.933, 2.665], [2.938, 1.922, 1.520], [1.518, 1.789, 1.832], [3.032, 3.082, 0.768], [3.233, 0.833, 0.678]], "forces_ev_per_angstrom": [[0.2, -0.1, 0.3], [-0.1, 0.0, 0.0], [-0.1, 0.1, -0.1], [0.0, -0.5, -0.2], [0.0, 0.1, 0.1], [0.0, 0.0, -0.2], [0.2, 0.2, 0.1], [-0.1, 0.2, 0.0], [0.1, -0.1, 0.1], [0.0, -0.1, -0.1], [0.0, 0.0, 0.1], [0.0, 0.0, 0.0], [0.0, 0.0, 0.0], [0.0, 0.0, 0.0], [0.0, 0.0, -0.1], [0.0, 0.0, 0.0], [0.0, 0.1, 0.1], [-0.1, 0.0, 0.0], [0.0, 0.0, 0.0], [0.0, 0.0, -0.1], [0.0, 0.0, 0.0], [0.1, 0.1, 0.0], [0.0, 0.0, 0.1], [0.0, 0.0, 0.0], [0.1, 0.0, 0.0], [0.0, 0.0, 0.0], [0.0, 0.0, 0.0], [-0.1, 0.0, 0.0], [0.0, 0.0, 0.0], [0.0, 0.0, 0.0], [0.0, 0.0, 0.0], [0.0, 0.0, -0.1], [0.0, -0.1, -0.1], [0.0, 0.0, 0.0], [0.0, 0.0, 0.0], [0.0, 0.0, 0.0], [-1.2, 0.0, -0.4], [-0.1, -0.1, 0.2], [-0.1, 0.0, 0.1], [-0.2, 0.0, 0.1], [0.1, -0.1, 0.2], [0.2, -0.1, -0.1], [0.2, -0.1, 0.0], [-0.3, 0.5, -0.6], [0.1, 0.1, 0.1], [0.0, 0.2, 0.1], [0.0, 0.0, 0.1], [0.0, 0.0, 0.0], [0.0, 0.0, -0.1], [0.0, 0.0, 0.0], [0.1, 0.0, -0.1], [0.1, -0.1, -0.1], [0.0, -0.1, 0.1], [0.1, -0.1, 0.0], [-0.1, 0.1, 0.0], [0.1, -0.1, -0.2], [0.0, 0.0, 0.0], [-0.2, 0.1, 0.0], [0.1, -0.2, -0.1], [0.0, 0.0, 0.0], [0.3, 0.0, -0.3], [-0.1, -0.2, 0.0], [-0.5, 0.1, 0.1], [-0.1, 0.1, 0.2], [0.0, 0.0, 0.0], [0.0, 0.1, 0.0], [-0.1, 0.1, 0.1], [0.0, -0.1, 0.0], [-0.2, 0.2, -0.2], [0.2, -0.1, 0.1], [-0.2, 0.3, 0.4], [-0.3, -0.1, 0.4], [0.6, 0.3, -0.1], [1.2, -0.8, 0.2]], "lowdin_spin": [1.628, 0.001, 0.010, 0.009, 0.018, 0.004, 0.020, 0.001, -0.001, 0.000, 0.000, 0.000, 0.000, 0.000, 0.000, 0.009, -0.001, 0.008, 0.001, 0.006, 0.011, 0.118, 0.000, 0.000, 0.000, 0.000, 0.000, 0.000, 0.000, 0.000, 0.000, 0.000, 0.000, 0.000, 0.000, 0.000, 0.018, 0.004, 0.011, -0.002, 0.012, 0.001, 0.017, 0.011, 0.001, 0.001, 0.000, 0.000, 0.001, 0.000, 0.003, 0.012, 0.011, 0.004, 0.002, 0.002, 0.000, 0.005, 0.002, 0.000, 0.010, 0.013, 0.009, 0.000, 0.000, 0.000, 0.000, 0.000, 0.001, 0.000, 0.001, 0.008, 0.000, 0.000]}

=====

No. 3
{"formula": "C22H24ClN3O7", "method": "the ωB97M-V functional and the def2-TZVPD basis", "smiles": "CCOc1cc(C(=O)OCC(=O)Nc2ccc(Cl)cn2)ccc1OCC(=O)N1CCOCC1", "orbital_gap_ev": 8.94, "lumo_ha": 0.0140, "symbols": ["C", "C", "O", "C", "C", "C", "C", "C", "C", "O", "C", "C", "O", "N", "C", "H", "C", "H", "O", "C", "H", "C", "H", "H", "H", "H", "H", "H", "H", "H", "H", "C", "O", "O", "C", "C", "O", "N", "C", "N", "C", "C", "C", "C", "H", "H", "Cl", "H", "H", "H", "H", "H", "H", "H", "H", "H", "H"], "coordinates": [[3.467, -2.490, 1.679], [2.069, -1.894, 1.709], [1.434, -2.236, 0.492], [0.173, -1.783, 0.266], [-0.562, -1.001, 1.134], [-1.836, -0.553, 0.773], [-2.358, -0.883, -0.469], [-1.643, -1.691, -1.337], [-0.390, -2.161, -0.978], [0.391, -2.984, -1.729], [-0.072, -3.396, -2.997], [-0.187, -2.266, -4.030], [-1.218, -2.111, -4.659], [0.899, -1.495, -4.217], [2.162, -1.557, -3.513], [2.964, -1.618, -4.259], [2.334, -0.271, -2.696], [1.560, -0.234, -1.914], [2.252, 0.869, -3.518], [1.015, 0.925, -4.193], [0.192, 1.001, -3.465], [0.806, -0.318, -5.062], [1.583, -0.369, -5.831], [-0.179, -0.307, -5.528], [1.042, 1.827, -4.805], [3.320, -0.241, -2.229], [2.211, -2.419, -2.852], [-1.055, -3.876, -2.927], [0.655, -4.137, -3.344], [-2.072, -1.942, -2.293], [-3.332, -0.511, -0.744], [-2.627, 0.306, 1.677], [-3.571, 0.973, 1.337], [-2.173, 0.261, 2.946], [-2.758, 1.176, 3.859], [-1.733, 1.603, 4.891], [-1.975, 1.645, 6.074], [-0.472, 1.897, 4.439], [-0.005, 2.088, 3.148], [-0.871, 2.450, 2.213], [-0.460, 2.608, 0.973], [0.864, 2.420, 0.597], [1.793, 2.081, 1.576], [1.358, 1.918, 2.875], [2.048, 1.656, 3.663], [2.832, 1.949, 1.317], [1.353, 2.609, -1.046], [-1.219, 2.894, 0.259], [0.209, 2.005, 5.182], [-3.594, 0.701, 4.383], [-3.130, 2.048, 3.305], [-0.169, -0.719, 2.096], [2.120, -0.800, 1.811], [1.500, -2.298, 2.557], [3.986, -2.265, 2.606], [4.029, -2.078, 0.844], [3.406, -3.567, 1.556]], "forces_ev_per_angstrom": [[-0.4, 0.1, -0.1], [0.3, 0.1, 0.3], [-0.1, -0.1, -0.2], [0.0, 0.0, -0.2], [0.1, -0.1, 0.0], [0.1, -0.2, -0.4], [0.0, 0.2, 0.4], [0.2, -0.2, -0.1], [0.1, 0.1, 0.3], [0.0, 0.1, 0.3], [-0.3, -0.1, -0.2], [0.0, -0.3, 0.2], [-0.3, -0.1, -0.1], [0.2, 0.2, -0.1], [0.3, 0.2, 0.3], [0.0, 0.0, 0.1], [0.1, -0.4, 0.1], [0.1, 0.0, 0.0], [0.2, 0.1, 0.0], [-0.2, -0.1, -0.3], [0.0, 0.0, -0.1], [-0.2, 0.4, 0.0], [-0.1, 0.0, 0.0], [0.1, 0.0, 0.0], [-0.1, 0.0, 0.0], [-0.1, -0.1, 0.0], [0.0, 0.0, -0.1], [0.2, 0.1, -0.1], [-0.1, 0.1, 0.0], [0.0, -0.1, -0.1], [-0.1, 0.0, 0.0], [-0.3, 0.2, -0.1], [0.1, -0.1, 0.0], [0.1, -0.3, 0.2], [-0.6, 0.3, 0.0], [-0.1, -0.3, -0.3], [-0.2, 0.0, 0.1], [0.6, 0.1, 0.4], [0.3, 0.1, -0.6], [-0.1, 0.1, 0.6], [0.4, 0.0, -0.4], [0.0, 0.0, 0.3], [-0.3, 0.1, -0.1], [-0.2, 0.0, 0.0], [0.1, -0.1, 0.1], [0.1, 0.0, 0.0], [0.0, 0.0, 0.0], [0.0, 0.0, -0.2], [-0.2, 0.0, -0.1], [0.2, 0.1, 0.0], [0.1, -0.2, 0.2], [0.1, 0.0, 0.1], [-0.1, -0.1, 0.0], [0.0, 0.1, -0.1], [0.1, 0.0, 0.1], [0.1, 0.0, -0.1], [0.0, -0.1, 0.0]], "nbo_charge": [-0.617, -0.064, -0.508, 0.325, -0.274, -0.185, -0.149, -0.304, 0.268, -0.488, -0.162, 0.653, -0.630, -0.428, -0.251, 0.196, -0.078, 0.173, -0.527, -0.080, 0.174, -0.258, 0.197, 0.252, 0.200, 0.196, 0.236, 0.212, 0.215, 0.247, 0.238, 0.805, -0.591, -0.518, -0.180, 0.673, -0.572, -0.618, 0.373, -0.451, 0.044, -0.103, -0.182, -0.274, 0.222, 0.234, 0.031, 0.218, 0.413, 0.219, 0.253, 0.237, 0.170, 0.175, 0.213, 0.211, 0.218]}

=====

No. 4
{"formula": "C2H6N4O2", "method": "the ωB97M-V functional and the def2-TZVPD basis", "orbital_gap_ev": 9.09, "lumo_ha": 0.0162, "symbols": ["C", "C", "H", "H", "H", "H", "H", "H", "N", "N", "N", "N", "O", "O"], "coordinates": [[0.671, 0.276, 0.182], [-1.486, -0.755, 0.562], [-1.429, 2.229, -0.027], [0.998, 2.439, 0.556], [2.741, 0.501, -0.276], [1.167, -1.451, -0.906], [-1.507, -0.614, 1.868], [-2.868, -1.542, -1.430], [0.229, 1.633, 0.349], [1.926, -0.064, 0.162], [-0.161, -0.741, 0.034], [-2.551, -1.122, -0.109], [-0.845, 1.795, -0.627], [2.056, -1.375, -0.285]], "forces_ev_per_angstrom": [[-4.5, 0.5, 0.5], [-0.7, -1.0, -1.4], [-1.5, 0.5, 0.2], [-2.5, -2.4, -1.6], [-2.3, -0.8, 1.0], [2.3, -0.3, 2.1], [-0.4, -0.2, -4.1], [2.6, 2.0, 4.8], [1.9, -0.4, 0.4], [4.9, 0.3, -1.6], [-0.7, 1.9, 1.0], [-0.4, -0.5, -0.5], [2.4, 0.8, 0.9], [-1.1, -0.3, -1.7]], "nbo_charge": [0.546, 0.251, 0.477, 0.388, 0.388, 0.491, 0.181, 0.371, -0.401, -0.293, -0.640, -0.700, -0.516, -0.544]}

=====

Calculated total energy: -46016.43593, -100716.92512, -54529.31935, -12218.29406 (eV)
ΔE to the lowest compared entry with this formula, charge and spin: 75.26, 13.02, 0.00, 192.74 (kcal/mol)